The following is a DFT calculation (ωB97M-V with the def2-TZVPD basis set) of the molecule C22H25N3O4S.

Structure (XYZ):
```
55
C22H25N3O4S, DFT ωB97M-V with the def2-TZVPD basis set
C -7.0861 -2.5181 -0.1860
C -5.7522 -2.5367 0.5354
O -4.7363 -2.1404 -0.3900
C -3.4916 -2.0408 0.1185
O -3.2060 -2.2605 1.2648
N -2.6452 -1.6544 -0.8826
C -1.2764 -1.4106 -0.8157
C -0.6243 -0.9913 -1.9768
C 0.7252 -0.7028 -1.9563
C 1.4496 -0.7975 -0.7732
C 0.8120 -1.2969 0.3604
C -0.5417 -1.5921 0.3498
S 1.7541 -1.5736 1.8306
C 3.2901 -2.0187 1.0557
C 4.1139 -2.9491 1.6685
C 5.3204 -3.2870 1.0825
C 5.6933 -2.7108 -0.1202
C 4.8662 -1.7911 -0.7418
C 3.6662 -1.4294 -0.1486
N 2.8183 -0.4518 -0.7301
C 3.3153 0.7999 -1.0118
O 4.5049 1.0157 -1.0617
C 2.2811 1.8995 -1.1329
C 1.7961 2.2822 0.2761
N 0.6057 3.1096 0.1982
C 0.4754 4.0336 1.3125
C -0.7363 4.9330 1.0665
O -1.9198 4.1810 0.9356
C -1.7990 3.2550 -0.1163
C -0.6092 2.3192 0.0943
H -7.0652 -3.2017 -1.0303
H -7.8726 -2.8218 0.4982
H -7.3004 -1.5180 -0.5529
H -5.5157 -3.5382 0.9113
H -5.7464 -1.8443 1.3841
H -3.0831 -1.5170 -1.7832
H -1.1790 -0.8928 -2.8981
H 1.2271 -0.3891 -2.8595
H -1.0199 -1.9541 1.2442
H 3.8069 -3.3890 2.6047
H 5.9666 -4.0030 1.5667
H 6.6333 -2.9756 -0.5791
H 5.1546 -1.3275 -1.6705
H 1.4317 1.5991 -1.7394
H 2.7552 2.7640 -1.5964
H 1.6082 1.3753 0.8746
H 2.5875 2.8464 0.7736
H 1.3755 4.6483 1.3719
H 0.3409 3.5002 2.2698
H -0.8939 5.6085 1.9090
H -0.5650 5.5192 0.1512
H -2.7331 2.6906 -0.1379
H -1.6687 3.7891 -1.0700
H -0.5323 1.6375 -0.7544
H -0.7761 1.7186 1.0071
```

Summary:
- lowest unoccupied orbital energy (eV) = 0.50
- E (eV) = -46716.464
- relative energy (zero: lowest compared OMol25 entry of this formula, charge and spin) (kcal per mole) = 17.3
- total charge = 0
- structure (SMILES) = CCOC(=O)Nc1ccc2c(c1)Sc1ccccc1N2C(=O)CCN1CCOCC1
- E_HOMO (eV) = -8.17

Mulliken atomic charge list, values in e, 5 entries: -1.23, -0.21, -0.41, 0.54, -0.63



The following is a DFT calculation (ωB97M-V with the def2-TZVPD basis set) of a structure of composition C17H22CeClI2OP2.

Structure (XYZ):
```
46
C17H22CeClI2OP2, DFT ωB97M-V with the def2-TZVPD basis set
I -1.0023 -2.2276 -0.1672
I -0.8597 2.0281 -0.2082
Ce 1.4825 -0.0355 0.4418
P 0.2696 -0.0187 -2.4308
C -1.3532 -0.0205 -3.2679
C 1.0169 1.4033 -3.3122
H 2.0475 -1.5924 -2.9316
H 1.1048 -1.1182 -4.3966
H 0.4323 -2.3013 -3.2158
C 1.0478 -1.4052 -3.3384
H 2.0144 1.6067 -2.9070
H 1.0801 1.1404 -4.3766
H -1.1539 -0.0113 -4.3509
H -1.9237 0.8721 -2.9836
H 0.3852 2.2862 -3.1744
H -1.9165 -0.9223 -2.9984
C -1.9539 -0.1514 -0.1117
O -3.1208 -0.0993 -0.3033
Cl 3.7227 -0.0408 -0.7988
C -0.1793 -2.0257 3.8521
P -0.1053 -0.4407 2.9476
C -1.3117 0.4756 3.9805
C -2.3728 1.1199 3.3109
C -3.3925 1.7504 4.0188
C -3.3918 1.7180 5.4213
C -2.3417 1.0819 6.1075
C -1.3030 0.4834 5.3876
C 1.5215 0.2372 3.5522
C 2.5742 -0.6209 3.9430
C 3.8651 -0.1146 4.1073
C 4.1268 1.2368 3.8586
C 3.1022 2.0903 3.4373
C 1.8020 1.5966 3.2687
H -1.1917 -2.4403 3.8009
H 0.0922 -1.9067 4.9087
H 0.4924 -2.7523 3.3903
H -2.3950 1.1109 2.2225
H -4.1900 2.2608 3.4529
H -4.1981 2.1948 5.9688
H -2.3455 1.0487 7.2045
H -0.5032 -0.0085 5.9289
H 2.3717 -1.6742 4.1602
H 4.6637 -0.7846 4.4454
H 5.1455 1.6169 3.9498
H 3.3019 3.1467 3.2419
H 0.9854 2.2749 2.9912
```

Summary:
- lowest unoccupied orbital energy (spin up / spin down) (eV) = -9.53 / -9.52
- multiplicity = 2
- E (eV) = -80249.760
- relative energy (zero: lowest compared OMol25 entry of this formula, charge and spin) (kcal per mole) = 7.8
- expectation value of S² = 0.751
- total charge = +2
- E_HOMO (spin up / spin down) (eV) = -14.70 / -14.70

Mulliken atomic charge list, values in e, 5 entries: 0.22, 0.15, 1.09, 0.54, -1.21



The following is a DFT calculation (ωB97M-V with the def2-TZVPD basis set) of a cluster of 8 separate species, C33H73BNO24Si in total.

Structure (XYZ):
```
133
C33H73BNO24Si, DFT ωB97M-V with the def2-TZVPD basis set
C 5.4094 -3.9449 -0.5749
Si 5.2012 -2.2266 -1.4179
C 6.2925 -0.9745 -0.3683
C 5.8738 -2.3717 -3.2576
O 3.5719 -1.5709 -1.3884
C 2.5948 -2.4559 -2.0401
C 1.1257 -1.6639 -1.9269
N 0.1331 -2.3780 -1.0303
B -0.4655 -3.6454 -1.6358
O -0.7130 -3.7235 -3.0960
O -0.8136 -4.7325 -0.6615
H 6.4855 -4.3479 -0.8875
H 5.4586 -3.7469 0.5996
H 4.5896 -4.7401 -0.8490
H 5.8802 -1.0743 0.7461
H 5.9910 0.0911 -0.7576
H 7.4376 -1.2113 -0.4256
H 5.3550 -1.6113 -3.9891
H 7.0292 -2.0821 -3.2420
H 5.7605 -3.4689 -3.6601
H 2.8129 -2.6088 -3.2027
H 2.5453 -3.5479 -1.5851
H 0.6565 -1.4474 -2.9799
H 1.3265 -0.6059 -1.4134
H 0.4856 -2.5507 -0.0479
H -0.6848 -1.7071 -0.9100
H 0.1904 -3.9071 -3.4923
H -0.0763 -4.6840 0.0328
C 3.6778 0.1236 2.2957
C 2.3957 -0.6856 2.2168
O 1.7415 -0.7264 3.4913
C 1.0301 0.3798 3.8211
O 0.8980 1.3812 3.1328
O 0.5118 0.1945 5.0601
C -0.1936 1.3256 5.5660
H 4.3198 -0.2489 3.1008
H 4.2265 0.0733 1.3512
H 3.4695 1.1750 2.5170
H 2.6351 -1.7205 1.9491
H 1.7207 -0.3007 1.4428
H -0.9544 1.6706 4.8586
H 0.5118 2.1299 5.7968
H -0.6946 1.0283 6.4910
C -3.1913 -5.4685 -2.8433
C -4.0095 -4.8728 -3.9749
O -4.0273 -5.7520 -5.1065
C -4.8890 -6.7957 -5.0249
O -5.6395 -7.0369 -4.0907
O -4.7549 -7.5426 -6.1484
C -5.5491 -8.7268 -6.1526
H -2.1912 -5.7437 -3.1941
H -3.0955 -4.7572 -2.0183
H -3.6547 -6.3820 -2.4580
H -3.5448 -3.9377 -4.3061
H -5.0292 -4.6291 -3.6528
H -6.5995 -8.5035 -5.9402
H -5.1521 -9.4424 -5.4260
H -5.4878 -9.1739 -7.1483
C -4.7417 -0.3067 3.6387
C -4.7300 -0.0913 5.1414
O -4.6681 1.3059 5.4539
C -5.8405 1.9806 5.3603
O -6.9213 1.5035 5.0466
O -5.6019 3.2836 5.6486
C -6.7434 4.1256 5.5030
H -3.8951 0.2053 3.1694
H -4.6896 -1.3724 3.3995
H -5.6503 0.1033 3.1869
H -3.8325 -0.5526 5.5677
H -5.5945 -0.5622 5.6249
H -7.5990 3.7386 6.0655
H -6.9941 4.2306 4.4428
H -6.4906 5.1128 5.8986
C 4.2024 2.9412 -8.0323
C 5.2355 2.6198 -6.9674
O 5.2075 1.2257 -6.6367
C 5.8415 0.4031 -7.5085
O 6.4278 0.7469 -8.5244
O 5.6895 -0.8717 -7.0728
C 6.2402 -1.8513 -7.9504
H 3.2118 2.5879 -7.7275
H 4.1553 4.0185 -8.2139
H 4.4398 2.4430 -8.9774
H 4.9952 3.1689 -6.0504
H 6.2423 2.9291 -7.2732
H 7.2848 -1.6295 -8.1907
H 5.6387 -1.9120 -8.8627
H 6.2023 -2.8201 -7.4453
C -1.3871 -4.2555 10.9174
C -1.8947 -2.8359 10.7393
O -0.8286 -1.9600 10.3518
C -0.4786 -2.0054 9.0427
O -0.9917 -2.7096 8.1854
O 0.5589 -1.1534 8.8533
C 1.0833 -1.1679 7.5275
H -0.5363 -4.2771 11.6063
H -2.1769 -4.9034 11.3074
H -1.0371 -4.6728 9.9681
H -2.2793 -2.4648 11.6956
H -2.7210 -2.7883 10.0198
H 0.2943 -1.0134 6.7846
H 1.6054 -2.1124 7.3454
H 1.8040 -0.3508 7.4378
C 9.5497 8.4516 -8.3398
C 10.1406 7.3190 -7.5196
O 9.2736 6.1779 -7.5303
C 9.3305 5.4083 -8.6452
O 10.0500 5.5996 -9.6147
O 8.4305 4.4034 -8.5108
C 8.3274 3.5634 -9.6583
H 8.5313 8.6780 -8.0070
H 10.1613 9.3538 -8.2518
H 9.4848 8.1818 -9.3985
H 10.2347 7.6370 -6.4756
H 11.1458 7.0496 -7.8659
H 9.3080 3.1874 -9.9671
H 7.8485 4.1102 -10.4765
H 7.6981 2.7081 -9.3984
C -12.8976 7.0773 5.5311
C -11.8645 6.7559 6.5961
O -11.8925 5.3617 6.9268
C -11.2585 4.5392 6.0550
O -10.6722 4.8830 5.0391
O -11.4105 3.2644 6.4907
C -10.8598 2.2848 5.6131
H -13.8882 6.7240 5.8360
H -12.9447 8.1546 5.3495
H -12.6602 6.5791 4.5860
H -12.1048 7.3050 7.5130
H -10.8577 7.0652 6.2903
H -9.8152 2.5066 5.3728
H -11.4613 2.2241 4.7008
H -10.8977 1.3160 6.1181
```

Summary:
- lowest unoccupied orbital energy (eV) = -3.88
- E (eV) = -94584.978
- total charge = +1
- E_HOMO (eV) = -11.84

Mulliken atomic charge list, values in e, 5 entries: -0.98, 0.68, -0.85, -0.94, -0.30



The following is a DFT calculation (ωB97M-V with the def2-TZVPD basis set) of a cluster of 2 separate species, C13H19N in total.

Structure (XYZ):
```
33
C13H19N, DFT ωB97M-V with the def2-TZVPD basis set
C -3.7389 2.0292 0.3040
C -2.7617 1.0320 -0.2576
C -1.3209 1.4110 -0.0280
C -0.7350 2.5355 -0.5401
N 0.6189 2.5375 -0.2752
C 0.9050 1.3285 0.3933
C 2.1453 1.0020 0.9362
C 2.1695 -0.0967 1.7488
C 0.9604 -0.7590 2.0828
C -0.2351 -0.3850 1.5328
C -0.2765 0.6068 0.4900
H -3.3248 2.9870 0.6329
H -4.4027 1.8248 1.1529
H -4.4515 2.3670 -0.4630
H -2.8954 0.0295 0.1695
H -2.9523 0.8606 -1.3176
H -1.2522 3.3052 -1.0907
H 1.3594 3.1584 -0.5671
H 3.0650 1.5410 0.7489
H 3.0899 -0.4642 2.1758
H 1.0466 -1.6626 2.6746
H -1.2020 -0.8115 1.7727
C 2.2053 -2.8956 -1.3881
C 1.0458 -3.7342 -1.9886
C -0.2991 -3.0261 -1.7385
H 3.0914 -2.8720 -2.0197
H 2.5121 -3.3589 -0.4499
H 1.8202 -1.8961 -1.1910
H 1.2006 -4.0289 -3.0210
H 1.0222 -4.6260 -1.3572
H -1.0402 -3.3799 -2.4586
H -0.7249 -3.0220 -0.7346
H -0.1985 -1.9475 -1.9107
```

Summary:
- lowest unoccupied orbital energy (eV) = 0.92
- E (eV) = -15278.572
- relative energy (zero: lowest compared OMol25 entry of this formula, charge and spin) (kcal per mole) = 28.6
- total charge = 0
- structure (SMILES) = CCc1c[nH]c2ccccc12.CCC
- E_HOMO (eV) = -7.76

Mulliken atomic charge list, values in e, 5 entries: -1.22, -0.36, 0.12, -0.66, -0.04



> Which value of E does entry 3 give?

-94584.978 eV